The following is a quantum chemistry calculation of 2 unconnected molecules or ions with the total composition CH7N2O at a distorted geometry, from the OMol25 dataset.

ORCA input file:
```
! wB97M-V def2-TZVPD RIJCOSX def2/J DEFGRID3
* xyz -1 1
N 0.190 2.555 -0.432
H -0.599 1.944 -0.579
H 0.092 2.968 0.482
H 0.962 1.901 -0.339
N -0.585 -1.006 -0.645
C 0.300 -1.326 0.615
O -0.282 -2.101 1.472
H -1.479 -1.213 -0.200
H -0.480 -1.752 -1.332
H 0.631 -0.310 0.888
H 1.250 -1.661 0.069
*
```

The relative energy (zero: lowest compared OMol25 entry of this formula, charge and spin) is 10.5 kcal/mol. As for the LUMO energy: 4.5116 eV. For the strongest force on any atom, the calculation gives 2.4 eV/A. As for the HOMO-LUMO gap: 7.085 eV.

The following is a quantum chemistry calculation of a molecular structure, C2H6N4S at a distorted geometry, from the OMol25 dataset.

ORCA input file:
```
! wB97M-V def2-TZVPD RIJCOSX def2/J DEFGRID3
* xyz 0 1
C 0.009 -1.155 0.329
C 0.732 1.516 -0.615
H 0.252 -3.583 1.593
H -1.863 -3.774 1.546
H 1.200 -1.235 0.011
H 0.701 2.940 -1.896
H -0.330 3.213 -0.687
H 2.104 1.706 -1.612
N -0.925 -3.276 0.824
N -1.081 -1.814 0.768
N 0.561 2.749 -0.884
N 1.639 0.858 -1.224
S -0.492 0.559 0.398
*
```

The relative energy (zero: lowest compared OMol25 entry of this formula, charge and spin) is 137.9 kcal/mol. As for the LUMO energy: 0.1792 eV. For the strongest force on any atom, the calculation gives 7.6 eV/A. As for the HOMO-LUMO gap: 8.632 eV.

The following is a quantum chemistry calculation of 6 unconnected molecules or ions with the total composition C2H14O5 at a distorted geometry, from the OMol25 dataset.

ORCA input file:
```
! wB97M-V def2-TZVPD RIJCOSX def2/J DEFGRID3
* xyz 0 1
C 0.726 2.902 0.651
C 0.102 2.467 -0.438
H 0.308 3.785 1.124
H 1.726 2.540 0.829
H -0.926 2.774 -0.644
H 0.564 1.778 -1.124
H -1.062 0.419 0.885
H -0.554 1.424 1.845
O -0.563 0.462 1.738
H -2.074 -1.075 -0.915
H -1.020 -0.189 -1.485
O -1.745 -0.165 -0.832
H 1.457 -0.429 -2.240
H 0.675 -1.631 -1.693
O 0.601 -0.851 -2.267
H 1.104 -3.270 -0.835
H 0.153 -2.548 0.114
O 0.223 -2.875 -0.807
H 0.016 -1.106 1.913
H -0.200 -2.439 2.337
O 0.488 -1.971 1.844
*
```

The relative energy (zero: lowest compared OMol25 entry of this formula, charge and spin) is 23.7 kcal/mol. As for the LUMO energy: 0.6248 eV. For the strongest force on any atom, the calculation gives 1.6 eV/A. As for the HOMO-LUMO gap: 10.809 eV.

The following is a quantum chemistry calculation of a gas-phase ion, C7H7N2O (charge +1) at a distorted geometry, from the OMol25 dataset.

ORCA input file:
```
! wB97M-V def2-TZVPD RIJCOSX def2/J DEFGRID3
* xyz 1 1
C -2.778 0.058 -0.339
C -4.087 0.074 -0.571
C -2.301 -1.413 -0.509
C -1.541 0.792 0.027
C -0.526 -0.204 -0.013
C 0.891 -0.107 0.150
C 1.760 -1.210 -0.277
N -1.054 -1.482 -0.326
N -1.598 2.106 0.149
O 1.525 0.920 0.791
H -2.841 -2.287 -0.763
H 1.364 -1.534 -1.231
H 1.640 -2.069 0.385
H 2.883 -0.816 -0.297
H 1.137 1.343 1.571
H -0.917 2.911 0.227
H -2.531 2.554 0.364
*
```

The relative energy (zero: lowest compared OMol25 entry of this formula, charge and spin) is 114.2 kcal/mol. As for the LUMO energy: -5.6734 eV. For the strongest force on any atom, the calculation gives 3.5 eV/A. As for the HOMO-LUMO gap: 7.941 eV.

The following is a quantum chemistry calculation of a molecular structure, C28H42As2F6Ge2NO4S2Tc, from the OMol25 dataset.

ORCA input file:
```
! wB97M-V def2-TZVPD RIJCOSX def2/J DEFGRID3
* xyz 3 4
Tc 0.721 -0.483 -3.106
C -2.876 3.545 1.917
C -2.056 2.481 1.172
Ge -1.179 1.289 2.414
C -2.121 -0.189 3.236
C -3.456 0.266 3.845
C 0.148 2.146 3.530
C 0.263 1.924 4.840
Ge -0.339 0.760 6.275
C 0.741 -0.813 6.595
C 2.172 -0.745 6.071
C -2.004 0.966 7.254
C -1.786 0.807 8.762
C 1.247 2.563 5.749
C 2.605 2.678 5.450
C 3.493 3.066 6.436
C 3.059 3.290 7.746
C 1.722 3.171 8.063
C 0.804 2.815 7.066
H -3.307 4.249 1.207
H -2.259 4.121 2.609
H -3.700 3.105 2.478
H -1.266 2.948 0.578
H -2.676 1.902 0.488
H -1.460 -0.659 3.972
H -2.292 -0.944 2.468
H -3.343 1.100 4.540
H -3.931 -0.556 4.380
H -4.148 0.584 3.065
H 0.772 2.925 3.094
H 0.182 -1.634 6.131
H 0.708 -0.987 7.673
H 2.197 -0.559 4.996
H 2.684 -1.689 6.256
H 2.740 0.040 6.567
H -2.675 0.194 6.868
H -2.446 1.931 7.004
H -1.389 -0.176 9.018
H -2.733 0.918 9.287
H -1.107 1.562 9.160
H 2.959 2.443 4.454
H 4.541 3.180 6.194
H 3.772 3.577 8.507
H 1.371 3.395 9.061
H -0.255 2.956 7.272
F 2.718 0.921 2.182
C 2.615 -0.023 1.259
F 2.443 -1.198 1.832
F 3.668 -0.026 0.476
S 1.123 0.339 0.211
O -0.023 0.231 1.129
O 1.096 -0.693 -0.816
N 1.380 1.784 -0.274
S 0.994 2.125 -1.786
O -0.403 1.930 -2.062
O 1.875 1.441 -2.739
C 1.418 3.934 -1.855
F 2.677 4.097 -1.526
F 0.623 4.564 -1.013
F 1.194 4.322 -3.090
C 2.061 -3.844 -3.694
As 0.378 -2.890 -3.662
C -0.770 -4.001 -2.577
C -0.300 -3.028 -5.464
C -0.679 -4.257 -5.993
C -1.130 -4.338 -7.302
C -1.202 -3.195 -8.088
C -0.825 -1.966 -7.565
C -0.374 -1.882 -6.252
As 0.167 -0.188 -5.509
C -1.273 1.044 -5.878
C 1.639 0.430 -6.595
H 1.893 -4.849 -4.080
H 2.463 -3.901 -2.684
H 2.764 -3.322 -4.340
H -0.728 -5.028 -2.937
H -1.793 -3.636 -2.634
H -0.423 -3.967 -1.546
H -0.625 -5.158 -5.394
H -1.424 -5.295 -7.711
H -1.553 -3.260 -9.109
H -0.885 -1.082 -8.188
H -1.003 2.027 -5.498
H -2.181 0.698 -5.388
H -1.439 1.104 -6.953
H 1.325 0.481 -7.636
H 2.475 -0.259 -6.500
H 1.939 1.420 -6.254
*
```

The relative energy (zero: lowest compared OMol25 entry of this formula, charge and spin) is 0.0 kcal/mol. The expectation value of S² is 3.777. As for the LUMO energy (alpha / beta): -7.6663 / -8.3027 eV. For the strongest force on any atom, the calculation gives 0.3 eV/A. As for the HOMO-LUMO gap (alpha / beta): 8.483 / 7.585 eV.

The following is a quantum chemistry calculation of 6 unconnected molecules or ions with the total composition H12O6 at a distorted geometry, from the OMol25 dataset.

ORCA input file:
```
! wB97M-V def2-TZVPD RIJCOSX def2/J DEFGRID3
* xyz 0 1
O -1.930 -0.004 -1.103
H -2.178 -0.373 -1.968
H -1.575 -0.802 -0.658
O -1.522 0.453 1.801
H -2.245 -0.105 1.990
H -1.806 0.750 0.964
O 0.205 2.239 2.648
H -0.414 1.491 2.570
H -0.419 2.903 2.859
O 0.568 0.933 -0.720
H -0.046 1.446 -0.234
H 0.083 0.502 -1.432
O 0.528 -2.649 -1.712
H 0.201 -2.343 -0.823
H 1.451 -2.384 -1.845
O 2.891 -0.910 -1.060
H 2.462 -0.154 -0.685
H 3.742 -0.991 -0.601
*
```

The relative energy (zero: lowest compared OMol25 entry of this formula, charge and spin) is 33.5 kcal/mol. As for the LUMO energy: 0.0825 eV. For the strongest force on any atom, the calculation gives 2.2 eV/A. As for the HOMO-LUMO gap: 11.003 eV.

The following is a quantum chemistry calculation of C4H7FS in the gas phase at a distorted geometry, from the OMol25 dataset.

ORCA input file:
```
! wB97M-V def2-TZVPD RIJCOSX def2/J DEFGRID3
* xyz 0 1
C -1.275 0.907 0.477
C 0.064 1.020 0.057
C 0.999 -0.068 -0.297
C 0.579 -1.582 -0.214
H -1.847 1.790 0.212
H -1.453 0.760 1.509
H -1.803 0.146 -0.102
H 0.593 1.872 0.404
H 2.015 0.171 0.012
H 1.115 -2.041 -1.017
H -0.472 -1.748 -0.378
F 0.926 -2.186 0.984
S 0.559 0.959 -1.646
*
```

The relative energy (zero: lowest compared OMol25 entry of this formula, charge and spin) is 28.3 kcal/mol. As for the LUMO energy: 0.9484 eV. For the strongest force on any atom, the calculation gives 3.7 eV/A. As for the HOMO-LUMO gap: 9.940 eV.